Record 1
CH6N2S | ωB97M-V/def2-TZVPD

The calculation puts the total energy at -14948.542 eV. The value obtained for the lowest unoccupied orbital energy is 0.4155 eV. Its SMILES is [H]/N=C/N.S. Its charge is 0. As for the HOMO energy: -9.00 eV.

XYZ file:
```
10
CH6N2S ωB97M-V/def2-TZVPD
H -2.15 2.04 -3.24
N -1.24 2.41 -2.99
C -0.53 1.50 -2.42
N 0.80 1.30 -2.38
H -1.20 0.87 -1.82
H 1.32 1.97 -2.94
H 1.35 1.07 -1.56
S 0.37 -2.38 3.43
H 0.39 -1.60 2.32
H 0.63 -1.18 3.92
```

Mulliken atomic charge list, values in e, 6 entries: 0.25, -0.64, 0.02, -0.43, 0.29, 0.28

Record 2
CH6N2S | ωB97M-V/def2-TZVPD

The calculation puts the total energy at -14944.460 eV. Its spin multiplicity is 3. The value obtained for the lowest unoccupied orbital energy (spin up / spin down) is 0.7370 / -0.5474 eV. Its charge is 0. As for the HOMO energy (spin up / spin down): -5.63 / -9.87 eV.

XYZ file:
```
10
CH6N2S ωB97M-V/def2-TZVPD
C -0.15 -1.11 0.49
N -0.12 0.81 1.73
N -0.64 0.03 0.86
S -0.04 0.57 -2.07
H 0.74 -1.43 0.93
H -0.54 -1.63 -0.32
H 1.15 1.10 -2.40
H 0.85 0.64 1.88
H -1.50 0.35 0.38
H -0.31 1.33 -3.11
```

Mulliken atomic charge list, values in e, 6 entries: -0.80, -0.79, 0.26, -0.27, 0.28, 0.51

Record 3
CH6N2S | ωB97M-V/def2-TZVPD

The calculation puts the total energy at -14944.207 eV. Its spin multiplicity is 3. The value obtained for the lowest unoccupied orbital energy (spin up / spin down) is 0.9255 / -1.4754 eV. Its charge is 0. As for the HOMO energy (spin up / spin down): -5.84 / -9.67 eV.

XYZ file:
```
10
CH6N2S ωB97M-V/def2-TZVPD
C -0.26 1.10 0.83
N 1.27 -0.28 -1.47
N -0.42 -1.60 -0.26
S -0.23 -0.15 -1.10
H -0.30 2.08 0.44
H 0.72 0.80 1.14
H -1.06 0.46 1.07
H 1.52 -0.19 -2.43
H 0.49 -2.07 -0.14
H -0.71 -1.50 0.65
```

Mulliken atomic charge list, values in e, 6 entries: -1.09, -0.50, -0.50, 0.27, 0.35, 0.33

Record 4
CH6N2S2 | ωB97M-V/def2-TZVPD

The calculation puts the total energy at -25783.923 eV. The value obtained for the lowest unoccupied orbital energy is 0.1445 eV. Its SMILES is [H]/N=C/N.SS. Its charge is 0. As for the HOMO energy: -8.90 eV.

XYZ file:
```
11
CH6N2S2 ωB97M-V/def2-TZVPD
H 2.98 -2.29 -0.48
N 2.10 -2.78 -0.60
C 1.24 -1.85 -0.76
N -0.11 -2.02 -0.82
H 1.47 -0.82 -1.05
H -0.73 -2.75 -1.13
H -0.65 -1.17 -0.78
S 0.09 1.38 1.09
S -1.63 1.84 0.09
H 0.56 0.49 0.19
H -1.30 1.65 -1.20
```

Mulliken atomic charge list, values in e, 6 entries: 0.23, -0.67, 0.28, -0.36, 0.25, 0.19

Record 5
CH6N2Si | ωB97M-V/def2-TZVPD

The calculation puts the total energy at -11988.374 eV. The value obtained for the lowest unoccupied orbital energy (spin up / spin down) is 0.3472 / 0.3470 eV. Its charge is 0. As for the HOMO energy (spin up / spin down): -7.24 / -7.24 eV.

XYZ file:
```
10
CH6N2Si ωB97M-V/def2-TZVPD
C 1.02 0.69 0.33
N -1.83 0.57 0.29
N -1.78 -0.41 -0.43
Si 0.58 -1.01 -0.53
H 1.53 1.34 -0.46
H 0.02 0.96 0.79
H 1.74 0.34 0.99
H -2.70 1.15 0.37
H 1.17 -1.57 -1.79
H 0.26 -2.06 0.44
```

Mulliken atomic charge list, values in e, 6 entries: -0.82, -0.14, -0.39, 0.45, 0.26, 0.31

Record 6
CH6N3 | ωB97M-V/def2-TZVPD

The calculation puts the total energy at -5602.837 eV. Its spin multiplicity is 2. The value obtained for the lowest unoccupied orbital energy (spin up / spin down) is 1.0824 / 0.9871 eV. Its charge is 0. As for the HOMO energy (spin up / spin down): -5.16 / -9.04 eV.

XYZ file:
```
10
CH6N3 ωB97M-V/def2-TZVPD
N 1.00 0.27 0.89
C -0.08 0.09 0.04
N -1.35 -0.06 0.52
N 0.05 -0.23 -1.37
H 1.63 1.01 0.73
H 1.40 -0.55 1.33
H -1.99 -0.40 -0.18
H -1.66 0.09 1.46
H 0.09 0.53 -2.03
H 0.92 -0.75 -1.39
```

Mulliken atomic charge list, values in e, 6 entries: -0.48, 0.26, -0.41, -0.58, 0.20, 0.18

What did the sixth record say?
CH6N3 | ωB97M-V/def2-TZVPD

The calculation puts the total energy at -5602.837 eV. Its spin multiplicity is 2. The value obtained for the lowest unoccupied orbital energy (spin up / spin down) is 1.0824 / 0.9871 eV. Its charge is 0. As for the HOMO energy (spin up / spin down): -5.16 / -9.04 eV.

XYZ file:
```
10
CH6N3 ωB97M-V/def2-TZVPD
N 1.00 0.27 0.89
C -0.08 0.09 0.04
N -1.35 -0.06 0.52
N 0.05 -0.23 -1.37
H 1.63 1.01 0.73
H 1.40 -0.55 1.33
H -1.99 -0.40 -0.18
H -1.66 0.09 1.46
H 0.09 0.53 -2.03
H 0.92 -0.75 -1.39
```

Mulliken atomic charge list, values in e, 6 entries: -0.48, 0.26, -0.41, -0.58, 0.20, 0.18

What is the total energy in the fourth record?
-25783.923 eV

Which formula does entry 1 have?
CH6N2S